2 unconnected molecules or ions with the total composition C5H11NO2. Source: the OMol25 dataset; level of theory: ωB97M-V with the def2-TZVPD basis set.

Calculated values
energy above the lowest of the compared OMol25 structures with the same formula, charge and spin	27.2	kcal per mole
multiplicity	1
HOMO	-8.268	eV
charge	0
max |F|	0.0192	hartree/bohr
LUMO	0.0301	Eh
SMILES string	CC(=O)O.C=CNC

Each atom is followed by the atoms it is bonded to, with distances in Å.
Atoms and positions in Å:
1 C -2.761 -0.957 -0.549  C2 1.338, H5 1.082, H6 1.076
2 C -1.884 -0.333 0.246  C1 1.338, N3 1.392, H7 1.081
3 N -2.213 0.701 1.117  C2 1.392, C4 1.451, H8 1.002
4 C -1.291 1.821 1.169  N3 1.451, H9 1.090, H10 1.088, H11 1.097
5 H -3.793 -0.629 -0.567  C1 1.082
6 H -2.450 -1.798 -1.144  C1 1.076
7 H -0.862 -0.673 0.326  C2 1.081
8 H -3.160 1.004 0.994  N3 1.002
9 H -1.540 2.457 2.019  C4 1.090
10 H -0.265 1.488 1.303  C4 1.088
11 H -1.327 2.445 0.268  C4 1.097
12 O 1.535 -1.635 -0.524  C13 1.199
13 C 1.946 -0.508 -0.535  O12 1.199, O14 1.347, C15 1.503
14 O 1.209 0.515 -1.008  C13 1.347, H16 0.955
15 C 3.292 -0.070 -0.031  C13 1.503, H17 1.088, H18 1.085, H19 1.089
16 H 0.392 0.097 -1.269  O14 0.955
17 H 3.633 0.788 -0.607  C15 1.088
18 H 4.013 -0.876 -0.115  C15 1.085
19 H 3.214 0.208 1.019  C15 1.089